[1]
{
  "formula": "C22H48N7O8V",
  "method": "the ωB97M-V functional and the def2-TZVPD basis",
  "species": ["V", "C", "C", "O", "O", "H", "H", "H", "C", "O", "N", "C", "C", "H", "H", "H", "H", "H", "H", "H", "C", "O", "N", "C", "C", "H", "H", "H", "H", "H", "H", "H", "C", "O", "N", "C", "C", "H", "H", "H", "H", "H", "H", "H", "C", "O", "N", "C", "C", "H", "H", "H", "H", "H", "H", "H", "C", "O", "N", "C", "C", "H", "H", "H", "H", "H", "H", "H", "C", "O", "N", "C", "C", "H", "H", "H", "H", "H", "H", "H", "C", "C", "N", "H", "H", "H"],
  "positions_angstrom": [[3.3415, 0.8727, -2.3387], [0.2253, -0.3051, 0.1442], [1.4186, 0.1941, -0.6920], [1.5164, 1.3949, -1.0800], [2.3531, -0.5979, -1.0196], [-0.1871, -1.2579, -0.1877], [-0.6385, 0.3540, 0.0579], [0.4559, -0.3755, 1.2072], [0.8307, 0.0790, -4.7298], [1.7044, 0.4860, -3.9235], [0.1461, -1.0830, -4.7083], [-1.0873, -1.2585, -5.4076], [0.3155, -1.9299, -3.5461], [0.4911, 0.6886, -5.5814], [-1.9553, -1.5214, -4.8030], [-1.0357, -2.0447, -6.1607], [-1.3576, -0.4187, -6.0478], [-0.2384, -1.6760, -2.6423], [0.1192, -2.9664, -3.8203], [1.3490, -1.8867, -3.2025], [-0.4077, 3.8518, 1.6473], [-1.3490, 4.3863, 2.2546], [0.8255, 3.7054, 2.1610], [1.2031, 3.9434, 3.5619], [1.8229, 3.3778, 1.2161], [-0.4378, 3.4491, 0.6230], [2.0219, 4.6597, 3.4943], [1.5454, 2.9919, 3.9689], [0.4296, 4.3272, 4.2271], [1.4408, 3.5069, 0.2035], [2.7151, 3.9897, 1.3487], [2.2027, 2.3667, 1.3633], [5.2777, 1.7570, 0.4028], [4.4991, 1.4178, -0.4686], [6.5231, 1.3659, 0.6056], [7.3551, 1.7149, 1.7582], [7.2601, 0.3999, -0.2609], [5.0305, 2.5023, 1.1746], [8.2791, 2.2066, 1.4541], [7.7157, 0.9257, 2.4179], [6.8547, 2.4532, 2.3849], [7.3638, -0.5711, 0.2233], [6.8713, 0.2925, -1.2735], [8.2615, 0.7717, -0.4780], [-5.8992, 2.2119, -0.2647], [-6.9752, 2.0798, -0.8936], [-4.6926, 2.3198, -0.8736], [-3.4511, 2.2128, -0.1781], [-4.5082, 2.2701, -2.3189], [-5.7484, 2.3246, 0.8201], [-3.5226, 1.9791, 0.8842], [-2.9541, 3.1783, -0.2727], [-2.7761, 1.5052, -0.6594], [-5.4209, 2.3047, -2.9137], [-4.0323, 3.2209, -2.5588], [-3.8102, 1.5173, -2.6852], [-4.5430, -3.0850, -2.8128], [-4.4006, -2.7257, -4.0119], [-4.0895, -2.4163, -1.7063], [-4.1099, -3.0201, -0.3313], [-3.3991, -1.0894, -1.7721], [-4.9284, -4.0841, -2.5569], [-3.1767, -3.5758, -0.2391], [-4.9358, -3.6801, -0.0660], [-4.1139, -2.2524, 0.4425], [-3.0547, -0.7061, -2.7326], [-4.0571, -0.3280, -1.3532], [-2.5436, -1.1390, -1.0986], [-0.2703, -2.9501, 4.4470], [0.6661, -3.7373, 4.4109], [-1.2693, -2.8713, 3.5483], [-2.2571, -1.8185, 3.5345], [-1.4576, -3.8800, 2.4994], [-0.3769, -2.1332, 5.1774], [-3.2198, -2.3218, 3.4451], [-2.0969, -1.2407, 2.6242], [-2.2273, -1.2172, 4.4432], [-1.1294, -3.3541, 1.6029], [-0.9815, -4.8431, 2.6836], [-2.5085, -4.0819, 2.2919], [2.7375, -2.1612, 1.9597], [3.2018, -1.1749, 3.0106], [3.5157, -0.5087, 3.8780], [3.2888, -2.1488, 1.0195], [1.7026, -1.9414, 1.6973], [2.7545, -3.1782, 2.3515]],
  "homo_energy_ev": [-11.015, -11.015],
  "multiplicity": 4,
  "fmax_ev_per_a": 3.6,
  "total_charge": 1,
  "homo_lumo_gap_ev": [6.84, 6.79],
  "molar_mass_da": 589.61
}


[2]
{
  "formula": "C22H49ClN6O17",
  "method": "the ωB97M-V functional and the def2-TZVPD basis",
  "species": ["C", "N", "C", "C", "C", "C", "O", "H", "H", "H", "H", "H", "H", "H", "H", "H", "H", "H", "H", "H", "H", "Cl", "O", "O", "O", "O", "C", "N", "O", "O", "H", "H", "H", "C", "N", "O", "O", "H", "H", "H", "C", "N", "O", "O", "H", "H", "H", "C", "C", "C", "O", "C", "N", "H", "H", "H", "H", "H", "H", "H", "H", "H", "H", "H", "C", "C", "C", "O", "C", "N", "H", "H", "H", "H", "H", "H", "H", "H", "H", "H", "H", "C", "C", "C", "O", "C", "C", "C", "O", "O", "O", "H", "H", "H", "H"],
  "positions_angstrom": [[-0.5398, -5.2326, -2.9162], [-0.4102, -3.7593, -3.1877], [-1.7463, -3.1065, -3.0355], [0.5321, -3.1633, -2.1858], [0.0697, -3.5156, -4.5703], [1.5198, -3.8765, -4.8420], [1.7424, -5.2697, -4.7068], [0.4474, -5.6479, -2.7603], [-0.9451, -5.6859, -3.8162], [-1.1627, -5.3889, -2.0422], [-2.1435, -3.3185, -2.0480], [-2.4168, -3.4295, -3.8259], [-1.5765, -2.0318, -3.0782], [1.3699, -3.8400, -2.0382], [-0.0501, -3.0624, -1.2741], [0.9284, -2.2226, -2.5572], [0.0005, -2.4418, -4.7649], [-0.5748, -4.0033, -5.3007], [2.1850, -3.2799, -4.2050], [1.7751, -3.5477, -5.8531], [2.3470, -5.5663, -5.3918], [-0.6667, -0.2954, -0.3771], [-1.7974, -0.8885, -1.0631], [-1.0720, 0.9928, 0.1397], [-0.2774, -1.1694, 0.7004], [0.4345, -0.0562, -1.2796], [-3.8183, -0.6597, 1.6541], [-4.0291, -0.7741, 3.1083], [-3.7559, -1.8268, 3.6434], [-4.4518, 0.2074, 3.6890], [-4.7732, -0.3431, 1.2381], [-3.4137, -1.5699, 1.2360], [-3.1401, 0.1670, 1.4409], [1.2180, -3.7898, 1.9035], [2.3273, -4.6503, 2.3707], [2.1020, -5.8103, 2.6228], [3.4379, -4.1435, 2.3549], [0.2770, -4.2416, 2.2128], [1.2217, -3.6863, 0.8256], [1.2920, -2.8288, 2.4024], [3.6361, -1.1168, -0.4215], [4.1137, -1.1470, -1.8497], [4.3553, -0.0862, -2.3702], [4.1108, -2.2273, -2.4295], [3.4907, -2.1374, -0.0953], [2.7495, -0.5051, -0.5825], [4.4143, -0.6378, 0.1633], [-0.4027, -0.9032, 4.1870], [0.1093, 0.3924, 4.8539], [1.0126, 1.1437, 3.8897], [2.1471, 0.3764, 3.5919], [2.7761, 0.8027, 2.4038], [-0.9528, 1.3007, 5.2705], [-1.4039, -0.7774, 3.7633], [-0.5625, -1.7006, 4.9190], [0.2328, -1.2441, 3.3701], [0.6578, 0.0685, 5.7411], [1.2814, 2.0936, 4.3723], [0.4208, 1.3689, 2.9920], [3.1242, 1.8417, 2.4439], [2.0904, 0.6570, 1.5605], [3.6731, 0.1960, 2.2675], [-1.6478, 0.8528, 5.8563], [-1.4712, 1.6119, 4.4490], [1.2404, 4.6876, -1.6484], [0.7991, 3.7395, -2.7807], [1.9202, 2.8038, -3.1815], [1.6301, 2.3078, -4.4821], [2.6687, 1.6311, -5.1158], [-0.3872, 2.9726, -2.3977], [0.3951, 5.3119, -1.3647], [2.0798, 5.3275, -1.9385], [1.5721, 4.1118, -0.7794], [0.5827, 4.3824, -3.6379], [2.0261, 1.9403, -2.5075], [2.8873, 3.3274, -3.1607], [2.3291, 1.4015, -6.1279], [2.8850, 0.6433, -4.6726], [3.6116, 2.1883, -5.1470], [-0.1251, 2.2820, -1.7004], [-1.0492, 3.5638, -1.9049], [-2.8154, 5.7018, 2.0594], [-3.7299, 5.8747, 3.0109], [-4.2924, 4.7382, 3.8336], [-5.1968, 4.9795, 4.6000], [-3.7346, 3.4189, 3.5775], [-2.7093, 3.2751, 2.7372], [-2.2404, 4.3818, 1.8281], [-1.4091, 4.1473, 0.9748], [-2.0745, 2.1113, 2.5722], [-4.2736, 7.0552, 3.2645], [-2.4668, 6.5248, 1.4508], [-4.1526, 2.5620, 4.0898], [-1.4159, 2.2128, 1.8541], [-4.9761, 6.9274, 3.9259]],
  "homo_energy_ev": -8.443,
  "multiplicity": 1,
  "fmax_ev_per_a": 1.4,
  "homo_lumo_gap_ev": 7.43,
  "molar_mass_da": 705.11
}